# 1
The following is a quantum chemistry calculation of C15H11AlN7O5 as an isolated structure, from OMol25.

As for the orbital gap: 9.086 eV. The energy above the lowest of the compared OMol25 structures with the same formula, charge and spin is 0.000 eV.

ORCA input file:
```
! wB97M-V def2-TZVPD RIJCOSX def2/J DEFGRID3
* xyz 1 1
Al 0.12 -0.04 0.78
O 5.27 2.90 0.98
C 4.13 2.23 0.86
C 4.04 0.98 0.23
C 2.79 0.40 0.15
N 1.71 1.06 0.56
C 1.83 2.08 1.41
C 3.01 2.74 1.55
C 0.68 2.03 2.43
O 0.39 2.92 3.17
O 0.13 0.81 2.40
C 2.49 -1.10 -0.01
O 3.30 -1.86 -0.45
O 1.31 -1.39 0.50
H 6.00 2.45 0.54
H 4.91 0.42 -0.07
H 3.13 3.56 2.25
N 1.18 -0.28 -2.48
C 0.05 -0.94 -2.21
N -0.37 -1.84 -3.07
C -1.59 -2.34 -2.86
N -2.04 -3.29 -3.66
N -2.43 -1.91 -1.88
C -1.88 -1.09 -1.03
N -0.63 -0.60 -1.07
C -2.66 -0.63 0.13
C -4.03 -0.79 0.24
C -4.67 -0.25 1.34
C -3.92 0.43 2.28
C -2.55 0.53 2.12
N -1.92 0.00 1.06
H 1.73 -0.58 -3.27
H 1.49 0.48 -1.92
H -1.45 -3.64 -4.40
H -2.96 -3.66 -3.52
H -4.55 -1.33 -0.54
H -5.74 -0.35 1.45
H -4.38 0.88 3.15
H -1.92 1.01 2.85
*
```


# 2
The following is a quantum chemistry calculation of a 6-piece molecular cluster, C5H20IN10O5 overall, from OMol25.

As for the orbital gap: 6.417 eV. The energy above the lowest of the compared OMol25 structures with the same formula, charge and spin is 4.331 eV.

ORCA input file:
```
! wB97M-V def2-TZVPD RIJCOSX def2/J DEFGRID3
* xyz -1 1
I 1.50 0.74 0.39
C -1.22 5.86 1.21
O -1.66 6.95 1.29
N -1.43 5.07 0.18
N -0.57 5.24 2.17
H -0.96 4.20 0.33
H -1.94 5.37 -0.64
H -0.48 5.71 3.06
H -0.10 4.38 1.94
C -4.56 0.74 -0.96
O -4.76 1.59 -0.06
N -3.46 0.33 -1.50
N -5.66 0.26 -1.59
H -3.55 -0.37 -2.22
H -2.62 0.67 -1.06
H -6.55 0.53 -1.21
H -5.50 -0.55 -2.19
C -0.36 -0.68 6.34
O -1.34 -1.30 5.95
N 0.54 -0.16 5.58
N -0.06 -0.58 7.56
H 1.20 0.52 5.92
H 0.43 0.01 4.59
H -0.78 -0.91 8.19
H 0.78 -0.18 7.95
C 5.96 -3.10 -1.91
O 7.13 -3.43 -2.12
N 5.52 -1.91 -1.60
N 5.05 -4.00 -1.94
H 6.22 -1.18 -1.56
H 4.53 -1.76 -1.59
H 5.37 -4.92 -2.20
H 4.06 -3.81 -2.04
C 0.12 -1.90 -4.70
O 0.20 -0.66 -5.06
N 0.47 -2.47 -3.57
N -0.60 -2.79 -5.39
H 0.13 -3.40 -3.37
H 0.71 -1.89 -2.78
H -1.04 -2.44 -6.22
H -0.71 -3.77 -5.16
*
```


# 3
The following is a quantum chemistry calculation of an isolated ion of composition C3H3N2S and charge +1, from OMol25.

As for the orbital gap (alpha / beta): 6.325 / 7.522 eV. The energy above the lowest of the compared OMol25 structures with the same formula, charge and spin is 1.051 eV.

ORCA input file:
```
! wB97M-V def2-TZVPD RIJCOSX def2/J DEFGRID3
* xyz 1 3
C 0.78 -0.25 -0.37
C 0.29 0.22 1.91
C -0.73 1.32 -1.46
N 0.53 -0.31 0.90
N -0.04 0.49 -1.06
S 1.95 -1.27 -1.27
H 0.16 0.43 3.06
H -1.34 2.05 -1.92
H 1.08 -2.25 -1.52
*
```


# 4
The following is a quantum chemistry calculation of C10H31NOP2V as an isolated structure, from OMol25.

As for the orbital gap (alpha / beta): 4.896 / 4.195 eV.

ORCA input file:
```
! wB97M-V def2-TZVPD RIJCOSX def2/J DEFGRID3
* xyz 0 4
V -0.27 -0.07 0.06
H 1.96 0.42 0.04
H 1.95 -0.35 -0.08
P 0.03 2.26 -0.50
P -0.09 -2.29 -0.63
C -1.36 -3.22 0.28
H -1.37 -4.26 -0.07
H -1.15 -3.21 1.36
H -2.34 -2.77 0.12
C -0.40 -2.77 -2.36
H 0.39 -2.36 -3.00
H -0.43 -3.86 -2.45
H -1.36 -2.35 -2.67
C 1.43 -3.22 -0.20
H 1.62 -3.11 0.88
H 1.31 -4.28 -0.44
H 2.28 -2.80 -0.74
C -0.50 2.74 -2.17
H -0.45 3.83 -2.29
H 0.15 2.26 -2.91
H -1.52 2.40 -2.35
C -1.09 3.25 0.57
H -0.80 3.11 1.62
H -1.01 4.31 0.30
H -2.12 2.91 0.43
C 1.61 3.14 -0.31
H 2.37 2.68 -0.95
H 1.50 4.20 -0.57
H 1.96 3.06 0.73
H 0.41 -0.01 -1.51
H -0.46 0.05 -1.63
C -2.71 -1.08 4.93
N -1.56 -1.14 4.06
C -0.41 -1.95 4.46
C -1.49 -0.50 2.87
C -2.67 0.24 2.31
O -0.39 -0.58 2.25
H -2.49 -1.67 5.82
H -3.61 -1.51 4.46
H -2.94 -0.06 5.24
H -0.24 -2.77 3.74
H 0.50 -1.34 4.54
H -0.66 -2.37 5.44
H -2.41 1.30 2.14
H -2.99 -0.21 1.35
H -3.51 0.20 3.01
*
```


# 5
The following is a quantum chemistry calculation of a 2-piece molecular cluster, C4H12N2 overall, from OMol25.

As for the orbital gap: 10.127 eV. Its SMILES is C=CC.NCN. The energy above the lowest of the compared OMol25 structures with the same formula, charge and spin is 1.287 eV.

ORCA input file:
```
! wB97M-V def2-TZVPD RIJCOSX def2/J DEFGRID3
* xyz 0 1
C -0.62 2.90 -1.86
C 0.52 3.55 -2.07
C 0.89 4.44 -3.22
H -0.69 2.45 -0.88
H -1.38 2.71 -2.59
H 1.22 3.53 -1.24
H 0.69 5.46 -2.87
H 0.28 4.27 -4.10
H 1.95 4.39 -3.45
N -0.47 -4.97 2.85
C 0.28 -3.75 2.45
N -0.44 -2.54 2.15
H -1.26 -4.69 3.42
H -0.87 -5.41 2.03
H 0.90 -4.04 1.61
H 0.98 -3.55 3.26
H -1.22 -2.65 1.52
H -0.76 -2.08 3.00
*
```


# 6
The following is a quantum chemistry calculation of a 3-piece molecular cluster, CH2N2O3S2 overall, from OMol25.

As for the orbital gap: 5.966 eV. The energy above the lowest of the compared OMol25 structures with the same formula, charge and spin is 2.759 eV.

ORCA input file:
```
! wB97M-V def2-TZVPD RIJCOSX def2/J DEFGRID3
* xyz -2 1
C 1.61 0.89 -0.54
N 1.93 -0.20 -0.14
N -1.06 0.40 1.54
O 1.08 1.71 -1.23
O -1.77 -1.43 -1.67
O -0.56 -1.86 1.18
S 3.18 1.07 0.80
S -0.62 -0.56 0.42
H -1.12 1.34 1.12
H -2.66 -1.37 -1.48
*
```


# 7
The following is a quantum chemistry calculation of the molecule C5H5NO2, from OMol25.

As for the orbital gap: 11.511 eV. Its SMILES is N#C[C@H]1CCOC1=O. The energy above the lowest of the compared OMol25 structures with the same formula, charge and spin is 2.324 eV.

ORCA input file:
```
! wB97M-V def2-TZVPD RIJCOSX def2/J DEFGRID3
* xyz 0 1
N 2.52 -0.90 -0.77
C 1.51 -0.79 -0.35
C 0.36 -0.67 0.69
C -0.01 0.74 0.66
C -0.70 1.05 -0.70
O -1.44 -0.25 -0.77
C -0.86 -1.27 -0.05
O -1.23 -2.37 -0.18
H 0.67 -1.26 1.54
H -0.69 1.14 1.45
H 1.04 1.36 0.82
H -1.31 2.08 -0.83
H 0.12 1.15 -1.51
*
```


# 8
The following is a quantum chemistry calculation of a 2-piece molecular cluster, C5H10N4S overall, from OMol25.

As for the orbital gap: 8.101 eV. Its SMILES is Nc1nc[nH]n1.CC(C)=S. The energy above the lowest of the compared OMol25 structures with the same formula, charge and spin is 0.151 eV.

ORCA input file:
```
! wB97M-V def2-TZVPD RIJCOSX def2/J DEFGRID3
* xyz 0 1
N -1.40 3.97 -2.07
C -1.75 2.69 -1.61
N -3.01 2.41 -1.21
C -2.91 1.21 -0.72
N -1.68 0.75 -0.88
N -0.94 1.70 -1.51
H -2.19 4.59 -2.09
H -0.70 4.09 -2.73
H -3.63 0.57 -0.45
H -1.14 -0.09 -0.50
C 0.94 -2.97 2.03
C 0.47 -1.96 0.95
C 1.13 -0.58 0.71
S -0.77 -2.38 -0.01
H 0.58 -3.92 1.69
H 2.08 -3.07 1.92
H 0.81 -2.54 3.06
H 0.34 0.08 0.94
H 1.20 -0.54 -0.36
H 2.10 -0.47 1.16
*
```


| no. | DFT total energy (hartree) |
| --- | --- |
| 1 | -1580.23859 |
| 2 | -1424.18125 |
| 3 | -623.30230 |
| 4 | -2156.11914 |
| 5 | -269.06904 |
| 6 | -1170.79501 |
| 7 | -398.69307 |
| 8 | -813.68610 |